[1]
Below is a single C4H5N3 molecule in a non-equilibrium geometry, with properties calculated with ωB97M-V/def2-TZVPD.

Last column: Mulliken charge in e.
CARTESIAN COORDINATES (ANGSTROEM)
H (0.40391, -1.28473, -0.67409)  0.24
H (2.41860, -0.52670, 0.59100)  0.28
H (1.24719, -1.37353, 1.63876)  0.30
H (-1.52144, 1.01367, 0.79166)  0.32
H (1.29986, 0.41220, 1.59476)  0.29
N (0.64121, 1.64841, -1.39390)  -0.46
C (0.04473, 0.80517, -0.74837)  0.38
N (-3.25028, -0.33323, -1.59151)  -0.41
C (1.40350, -0.49965, 1.00116)  -0.75
C (-2.39109, 0.12793, -0.96022)  0.31
C (-1.29952, 0.63202, -0.20318)  -0.33
N (0.42519, -0.46124, -0.07560)  -0.17

Output
LUMO energy (spin up / spin down) = -0.026 / -0.060 Ha
Energy relative to the best compared isomer or geometry (same formula, charge and spin) = 5.558 eV
Multiplicity = 1
Molar mass = 95.1 g mol⁻¹


[2]
Below is a molecular structure, H12NaO6 in a non-equilibrium geometry, with properties calculated with ωB97M-V/def2-TZVPD.

Last column: Mulliken charge in e.
CARTESIAN COORDINATES (ANGSTROEM)
H (1.32262, 2.22394, 0.61369)  0.27
H (1.29515, 1.67103, -0.79536)  0.29
O (-1.27048, 0.88030, 0.89891)  -0.51
H (-1.64711, 0.03686, -1.94117)  0.22
H (-1.78386, 1.68575, 0.83609)  0.31
Na (-0.05382, -0.02870, -0.08207)  0.76
H (-0.84319, 1.29204, -1.67639)  0.27
O (0.10891, -0.87709, 1.45297)  -0.50
O (-0.87129, -1.69227, -0.27414)  -0.62
H (1.77320, -1.53020, -0.63172)  0.27
H (2.01683, -0.22498, -1.35900)  0.26
O (1.00654, 1.48235, 0.09757)  -0.56
H (-0.58338, -2.57535, -0.50545)  0.28
O (1.36035, -0.69283, -0.84288)  -0.52
H (0.12465, -0.10900, 2.02395)  0.35
O (-1.01337, 0.41538, -1.33180)  -0.45
H (0.98300, -1.25770, 1.53859)  0.29
H (-0.52988, 1.11089, 1.45977)  0.29
H (-1.39486, -1.81043, 0.51842)  0.30

Output
LUMO energy = -0.133 Ha
Total charge = +1
Energy relative to the best compared isomer or geometry (same formula, charge and spin) = 9.197 eV
Multiplicity = 1
Molar mass = 131.1 g mol⁻¹